The following is a quantum chemistry calculation of 2 unconnected molecules or ions with the total composition C20H34FN4O9P in a non-equilibrium geometry, from the OMol25 dataset.

XYZ file:
```
69
Properties=species:S:1:pos:R:3
P 1.27545 -3.17886 -2.32191
F 2.55413 -3.57804 0.40707
O -6.50071 -1.86279 4.07064
O -4.23603 -1.83050 3.84780
O -5.94323 0.31619 0.59392
O 3.44392 2.93372 -2.67327
O 2.53910 -3.84530 -3.20483
O 0.32787 -2.38859 -3.45780
O -5.23386 -2.18254 5.82824
O 0.49149 -4.31369 -1.79297
O 1.85964 1.43256 -2.16833
N 2.33076 0.19444 -1.89471
N 3.66907 -1.12851 -3.36660
N 0.09955 -0.26301 -1.24245
N 1.82217 -2.02483 -1.16142
C -2.39346 1.64510 -0.12973
C 3.81493 5.11472 0.91781
C 3.54897 4.43103 -0.32983
C 2.97652 -0.42373 -4.47561
C 2.92838 3.08371 -0.39527
C 3.44041 4.48717 2.19742
C 2.82913 3.15630 2.13854
C -3.89065 1.72297 0.36087
C -4.50425 0.28045 0.61380
C 2.57667 2.44958 0.87562
C -1.64059 0.39286 0.48460
C -5.30846 -1.93931 4.47011
C 0.27843 -2.68023 0.83671
C 3.70886 -0.29040 -2.12926
C 2.76205 2.48726 -1.79317
C 0.10061 -2.15421 2.34070
C -6.34845 -0.49226 1.73633
C 1.44287 -0.67207 -1.43005
C 1.71425 -2.44784 0.25565
C -0.12434 0.49032 0.02517
H 3.84647 4.91866 -1.29343
H -1.85982 2.56635 0.24915
H 3.65058 5.02287 3.15424
H 3.20076 0.67690 -4.54274
H 3.31946 -3.64680 -2.64242
H 0.55152 0.06823 0.81376
H 4.63845 -1.23357 -3.69365
H -2.36410 1.62484 -1.25139
H -4.18213 -0.07909 1.63048
H 2.20441 -1.64375 0.88270
H -0.99910 -1.91241 2.43345
H -4.49314 2.30483 -0.38636
H -5.79746 -1.46171 1.79231
H -1.66004 0.40095 1.60407
H 0.15989 1.56321 -0.13772
H -0.55760 -2.33104 0.18069
H 1.85691 -0.51041 -4.34273
H 2.55735 2.69345 3.12142
H -7.44331 -0.74367 1.70064
H 0.31125 -2.99107 3.04720
H 4.46575 0.51034 -2.33160
H 4.11649 -0.89586 -1.27168
H 3.19491 -0.92299 -5.45886
H -0.29849 0.19597 -2.06382
H 0.66985 -1.21238 2.54730
H -3.98234 2.27613 1.34190
H 0.14634 -3.79953 0.91398
H -6.20074 -2.19863 5.93540
H 0.50987 -2.86580 -4.29597
H 2.14118 1.42961 0.89741
H -6.18514 0.12769 2.66371
H -2.04943 -0.56372 0.05371
H 4.30952 6.10878 0.94183
H -4.18934 -0.39803 -0.22675
```

Summary:
**Charge**: 0
**HOMO**: -6.3 eV
**Kohn-Sham gap**: 3.44 eV

=====

The following is a quantum chemistry calculation of a molecular structure, C20H34IN8O5PTi, from the OMol25 dataset.

XYZ file:
```
70
Properties=species:S:1:pos:R:3
I 2.41577 3.35785 -0.88918
Ti 1.10778 1.01369 0.45232
P 1.33160 0.50364 3.32638
O 2.42701 1.00917 2.11842
O 2.26391 0.00709 -0.57645
O 2.09478 -0.74207 3.83061
O 0.47342 -0.14780 1.86495
O 0.38557 2.63976 1.29011
N -0.59617 0.87772 -0.59566
N -2.24575 0.60901 -1.99363
N -2.88045 -1.84882 -1.90156
N -3.25115 -1.19351 -3.05062
N -0.32233 4.59460 2.11788
N 3.61388 -0.69780 -2.25082
N 4.20808 -1.01698 -0.04158
N -3.20333 -3.07236 -2.00153
C 0.42126 3.91145 1.29531
C 3.68781 1.70096 2.53620
C -0.92807 0.69468 -1.89786
C -0.14277 -1.55363 1.94626
C -3.02719 0.22724 -3.16704
C 3.43433 3.01802 3.21730
C 1.08577 -0.66018 6.14121
C -4.93566 -3.11366 -5.71450
C -3.85037 -2.07085 -3.91105
C -3.81277 -3.28662 -3.21655
C -4.34429 -4.45474 -3.77157
C -0.12617 -2.23832 0.61251
C -4.90147 -4.34320 -5.02516
C -4.41735 -1.95272 -5.18277
C -2.81390 0.77315 -0.74103
C 2.04384 -1.35909 5.22470
C 0.00636 0.57316 -3.04299
C 1.31845 4.67494 0.35295
C 3.37653 -0.57436 -0.96359
C -1.80182 0.94230 0.12237
H -0.58083 -3.22156 0.75861
H 2.93850 -0.38178 -2.92889
H -4.47110 -1.01609 -5.72102
H -5.33141 -5.21580 -5.49676
H -2.47449 0.44915 -4.08091
H 3.07771 -1.30246 5.55201
H -3.87988 0.72093 -0.59352
H 0.88824 -2.40480 0.24714
H 4.39543 3.43050 3.52981
H 2.03654 5.27859 0.90872
H 1.09067 -1.20272 7.08870
H 0.46600 -2.06095 2.68886
H -1.83037 1.06907 1.18964
H 2.97566 3.74105 2.54219
H -1.14937 -1.38447 2.32300
H 3.94538 -0.97102 0.93103
H -0.94413 4.12818 2.76930
H 4.20570 0.99038 3.17970
H 4.24570 1.81393 1.60870
H -3.94722 0.81512 -3.16040
H -4.32115 -5.39271 -3.23528
H 2.82317 2.91953 4.11515
H -0.73567 -1.72817 -0.13308
H 0.05920 -0.68185 5.76944
H 1.01279 0.83831 -2.72953
H -5.39322 -3.08277 -6.69413
H 0.73168 5.33214 -0.29004
H 4.43687 -1.17171 -2.60218
H 1.77941 -2.39372 5.02580
H 5.06624 -1.50012 -0.27590
H 1.38343 0.36650 6.35725
H -0.27613 1.25358 -3.84744
H -0.31409 5.60877 2.13019
H -0.00440 -0.44470 -3.44051
```

Summary:
**Charge**: +4
**HOMO**: -16.7 eV
**Kohn-Sham gap**: 2.66 eV